The following is a DFT calculation (ωB97M-V/def2-TZVPD) of an isolated ion of composition C12H28N2O2P and charge +1 in a non-equilibrium geometry.

Computed properties:
- Charge: +1
- SMILES string: C[C@@H](O)CNCCO[C@H]1CC[N@@H+](P(C)C)CC1
- HOMO level: -0.41602 hartree
- LUMO: -2.74 eV

Atoms and positions in Å:
C (-1.4670, -5.7843, -0.4788)
C (-0.4789, -4.5636, -0.3141)
O (-0.0157, -4.0767, -1.5824)
C (-1.1560, -3.3673, 0.4499)
N (-2.1047, -2.6428, -0.4109)
C (-2.7803, -1.5608, 0.3314)
C (-1.8850, -0.2678, 0.2810)
O (-1.9460, 0.1931, -1.0568)
C (-1.0392, 1.2601, -1.3142)
C (0.4457, 0.7297, -1.2788)
C (1.2027, 1.2790, -0.0034)
N (1.2530, 2.7602, -0.1632)
P (2.4250, 3.6257, 0.9282)
C (4.0469, 3.9124, 0.0430)
C (2.7381, 2.6667, 2.5032)
C (-0.0793, 3.4333, -0.0566)
C (-1.3218, 2.5630, -0.4777)
H (-2.3635, -5.5653, 0.1447)
H (-0.9966, -6.7438, -0.1797)
H (-1.7910, -5.8970, -1.5372)
H (0.4414, -4.8869, 0.2179)
H (-0.8036, -4.0587, -2.1322)
H (-0.3233, -2.6595, 0.6771)
H (-1.6645, -3.7081, 1.3818)
H (-2.8104, -3.2651, -0.7925)
H (-3.7659, -1.3596, -0.1332)
H (-2.9129, -1.8700, 1.4015)
H (-2.3200, 0.4271, 1.0344)
H (-0.8789, -0.5913, 0.6255)
H (-1.2295, 1.5290, -2.3782)
H (1.0077, 1.0164, -2.1974)
H (0.4690, -0.3786, -1.1784)
H (2.2306, 0.8543, -0.0664)
H (0.7097, 0.9471, 0.9266)
H (1.5999, 2.9311, -1.1155)
H (3.9356, 4.4476, -0.9193)
H (4.5814, 2.9447, -0.1177)
H (4.7085, 4.5248, 0.6930)
H (2.1298, 1.7503, 2.6294)
H (2.5054, 3.3478, 3.3451)
H (3.8192, 2.3979, 2.5656)
H (-0.2071, 3.7135, 1.0137)
H (-0.0280, 4.3806, -0.6233)
H (-1.9518, 3.2201, -1.1188)
H (-1.9287, 2.3921, 0.4338)

The following is a DFT calculation (ωB97M-V/def2-TZVPD) of the molecule C16H21N3O2S2 in a non-equilibrium geometry.

Computed properties:
- SMILES string: Cc1ccc(S(=O)(=O)N2CCN(Cc3csc(C)n3)CC2)cc1
- HOMO level: -0.30092 hartree
- LUMO: 0.61 eV

Atoms and positions in Å:
C (-3.1976, -4.0863, -0.2494)
C (-3.1393, -2.5917, -0.3116)
C (-2.7910, -1.9472, -1.4949)
C (-2.7112, -0.5669, -1.5501)
C (-2.9789, 0.1734, -0.4151)
C (-3.3411, -0.4436, 0.7663)
C (-3.4192, -1.8245, 0.8151)
H (-3.7040, -2.3129, 1.7354)
H (-3.5740, 0.1669, 1.6245)
S (-2.8343, 1.9607, -0.4712)
O (-3.6677, 2.5092, 0.5580)
O (-3.0237, 2.3811, -1.8286)
N (-1.2706, 2.3462, -0.0705)
C (-0.8665, 2.2101, 1.3098)
C (-0.1327, 0.8823, 1.5527)
N (0.9695, 0.6703, 0.6326)
C (2.1494, 1.4764, 0.9170)
C (3.3471, 0.9028, 0.2263)
C (3.8799, 1.3380, -0.9481)
S (5.2390, 0.3830, -1.3966)
C (4.9860, -0.5602, 0.0695)
N (3.9926, -0.1631, 0.7713)
C (5.8764, -1.6917, 0.4118)
H (6.9052, -1.3488, 0.5134)
H (5.5476, -2.1317, 1.3490)
H (5.8492, -2.4472, -0.3721)
H (3.5686, 2.1575, -1.5643)
H (2.0401, 2.5328, 0.6274)
H (2.3275, 1.4224, 1.9930)
C (0.4977, 0.7579, -0.7380)
C (-0.2335, 2.0761, -1.0389)
H (-0.7123, 2.0508, -2.0171)
H (0.4744, 2.9131, -1.0225)
H (1.3494, 0.6430, -1.4108)
H (-0.1839, -0.0838, -0.8972)
H (0.2476, 0.8467, 2.5753)
H (-0.8298, 0.0495, 1.4141)
H (-1.7712, 2.2836, 1.9123)
H (-0.2115, 3.0529, 1.5602)
H (-2.4627, -0.0508, -2.4641)
H (-2.5851, -2.5321, -2.3794)
H (-2.2147, -4.4833, 0.0060)
H (-3.9018, -4.4170, 0.5098)
H (-3.4887, -4.5038, -1.2101)

The following is a DFT calculation (ωB97M-V/def2-TZVPD) of C69H162N9O24 as an isolated structure in a non-equilibrium geometry.

Computed properties:
- 2S+1: 2
- Charge: +2
- HOMO level (spin up / spin down): -0.17269 / -0.36875 hartree
- LUMO (spin up / spin down): -3.23 / -3.05 eV

Atoms and positions in Å:
C (-18.4969, -13.7179, 12.0500)
N (-19.7738, -14.6254, 12.2442)
C (-20.0341, -14.7854, 13.7008)
C (-21.0504, -13.8701, 11.7428)
C (-19.4104, -16.0587, 11.7112)
C (-20.5598, -17.0950, 11.8622)
O (-20.6175, -17.5441, 13.1673)
H (-18.6605, -12.7379, 12.4982)
H (-18.3502, -13.5786, 10.9790)
H (-17.6454, -14.2108, 12.5192)
H (-19.8030, -13.8405, 14.1926)
H (-19.4313, -15.4650, 14.3032)
H (-21.0852, -15.0425, 13.8319)
H (-20.9336, -12.8149, 11.9900)
H (-21.9608, -14.2214, 12.2284)
H (-21.2491, -14.2586, 10.7440)
H (-18.5632, -16.3684, 12.3231)
H (-19.0226, -15.8567, 10.7127)
H (-20.3776, -17.9815, 11.2548)
H (-21.4588, -16.5409, 11.5922)
H (-21.0926, -18.3777, 13.1989)
C (-14.9161, -8.3325, 5.7058)
N (-15.0945, -8.4630, 7.2346)
C (-16.2100, -7.5268, 7.5644)
C (-15.2599, -9.9256, 7.6404)
C (-13.8229, -7.9638, 8.0286)
C (-13.4377, -6.4515, 7.7860)
O (-14.3553, -5.6275, 8.5097)
H (-15.7670, -8.7438, 5.1627)
H (-14.0509, -8.9792, 5.5599)
H (-14.7251, -7.3168, 5.3594)
H (-16.1775, -7.2418, 8.6160)
H (-17.1062, -8.0770, 7.2776)
H (-15.9898, -6.6548, 6.9486)
H (-16.1925, -10.3343, 7.2513)
H (-15.2307, -10.0297, 8.7250)
H (-14.3501, -10.5018, 7.4716)
H (-13.0100, -8.6046, 7.6870)
H (-13.9687, -8.0660, 9.1040)
H (-13.4203, -6.2664, 6.7120)
H (-12.4460, -6.1663, 8.1372)
H (-14.1424, -4.6933, 8.5705)
C (-11.1188, -11.9197, 18.6325)
N (-10.3892, -10.7035, 19.2311)
C (-9.4926, -10.0163, 18.1395)
C (-11.3507, -9.6852, 19.7651)
C (-9.5067, -11.2920, 20.3227)
C (-8.3520, -12.2691, 19.9729)
O (-7.1757, -12.0085, 20.7271)
H (-11.2900, -12.6936, 19.3807)
H (-10.5027, -12.4465, 17.9039)
H (-12.0675, -11.4860, 18.3163)
H (-9.2743, -8.9981, 18.4615)
H (-10.0939, -9.8681, 17.2425)
H (-8.5835, -10.5488, 17.8601)
H (-11.9436, -10.1969, 20.5232)
H (-11.9414, -9.3141, 18.9276)
H (-10.7610, -8.9375, 20.2955)
H (-10.1389, -11.7882, 21.0590)
H (-8.9973, -10.4023, 20.6929)
H (-8.1509, -12.3792, 18.9072)
H (-8.6667, -13.2858, 20.2083)
H (-6.3862, -12.4297, 20.3794)
C (-8.6390, -6.1380, 8.8500)
C (-9.6570, -6.8121, 9.8089)
C (-8.9716, -7.8890, 10.7242)
N (-9.9066, -8.2816, 11.9010)
C (-11.4279, -8.3258, 11.5403)
C (-9.4705, -9.5945, 12.5783)
C (-9.3445, -9.3528, 14.1250)
C (-8.7845, -7.9476, 14.0689)
C (-9.6598, -7.2483, 13.0572)
H (-8.0909, -6.8750, 8.2629)
H (-7.9569, -5.3999, 9.2719)
H (-9.2445, -5.5960, 8.1236)
H (-10.3375, -7.3782, 9.1729)
H (-10.1704, -6.0078, 10.3358)
H (-7.9914, -7.7253, 11.1721)
H (-8.7583, -8.7864, 10.1435)
H (-11.6476, -9.0686, 10.7734)
H (-11.6371, -7.2945, 11.2560)
H (-11.9759, -8.7907, 12.3599)
H (-10.1707, -10.4154, 12.4234)
H (-8.5504, -9.9613, 12.1233)
H (-10.2057, -9.4306, 14.7886)
H (-8.6193, -10.0357, 14.5674)
H (-8.9869, -7.5574, 15.0664)
H (-7.7159, -7.8666, 13.8700)
H (-10.5949, -7.1697, 13.6118)
H (-9.2090, -6.3533, 12.6286)
C (-15.8567, -11.0642, 18.7336)
C (-16.3127, -9.5731, 19.0503)
C (-16.2056, -9.2372, 20.5367)
N (-16.1523, -7.7362, 20.7787)
C (-15.9155, -7.5267, 22.2708)
C (-17.4361, -6.9503, 20.3436)
C (-16.8983, -5.6180, 19.7012)
C (-15.6049, -6.0147, 19.0317)
C (-15.0651, -7.0547, 20.0413)
H (-16.6138, -11.7297, 19.1485)
H (-14.8727, -11.3207, 19.1261)
H (-15.8772, -11.2030, 17.6526)
H (-17.3823, -9.5726, 18.8401)
H (-15.7870, -8.8408, 18.4375)
H (-15.3350, -9.7411, 20.9565)
H (-17.0948, -9.7649, 20.8816)
H (-15.8399, -6.4729, 22.5391)
H (-15.0043, -8.0171, 22.6133)
H (-16.6981, -7.9599, 22.8936)
H (-18.1915, -6.8437, 21.1221)
H (-17.9753, -7.4651, 19.5484)
H (-16.7820, -4.7764, 20.3840)
H (-17.6532, -5.2978, 18.9831)
H (-15.0742, -5.0694, 18.9178)
H (-15.6003, -6.5993, 18.1118)
H (-14.4546, -6.4661, 20.7261)
H (-14.4398, -7.8023, 19.5534)
C (-13.5108, -14.4378, 16.8049)
C (-13.3645, -13.2991, 15.8113)
C (-13.6248, -13.8156, 14.3741)
N (-13.5950, -12.6450, 13.3655)
C (-12.1598, -12.0827, 13.2605)
C (-14.6672, -11.5752, 13.6318)
C (-14.5693, -10.7579, 12.3135)
C (-14.5871, -11.8678, 11.2689)
C (-14.1392, -13.1352, 12.0004)
H (-12.8617, -14.2117, 17.6509)
H (-13.1387, -15.3941, 16.4371)
H (-14.5507, -14.4970, 17.1261)
H (-12.3534, -12.9031, 15.7161)
H (-13.9429, -12.4480, 16.1705)
H (-14.5342, -14.4065, 14.2651)
H (-12.9385, -14.6109, 14.0832)
H (-11.8442, -11.7306, 12.2784)
H (-11.5418, -12.9379, 13.5341)
H (-12.0109, -11.2575, 13.9568)
H (-14.5883, -10.9795, 14.5412)
H (-15.6692, -11.9963, 13.5495)
H (-13.6685, -10.1469, 12.2565)
H (-15.4378, -10.1103, 12.1933)
H (-13.8361, -11.6873, 10.4998)
H (-15.5485, -11.8870, 10.7557)
H (-13.3713, -13.7511, 11.5323)
H (-14.9753, -13.7916, 12.2414)
C (-12.1332, -18.1396, 16.4848)
C (-10.9277, -17.2158, 16.4044)
N (-9.5386, -17.8573, 16.0821)
C (-8.5010, -16.7704, 16.4130)
C (-9.2336, -19.1198, 16.9333)
C (-7.7011, -19.5364, 16.9211)
C (-9.5890, -18.2134, 14.6265)
C (-9.7099, -17.0243, 13.6501)
O (-11.0741, -16.9030, 13.1614)
C (-11.1571, -15.8659, 12.1451)
H (-12.9400, -17.6177, 16.9993)
H (-12.0473, -19.0102, 17.1350)
H (-12.4753, -18.3883, 15.4802)
H (-10.8325, -16.9022, 17.4440)
H (-11.2586, -16.3857, 15.7802)
H (-7.5952, -16.9714, 15.8410)
H (-8.2552, -16.7743, 17.4749)
H (-8.8804, -15.7869, 16.1355)
H (-9.9872, -19.8256, 16.5840)
H (-9.6350, -18.9836, 17.9375)
H (-7.6030, -20.3937, 17.5870)
H (-7.0791, -18.7894, 17.4143)
H (-7.2937, -19.7375, 15.9304)
H (-10.4744, -18.8366, 14.5005)
H (-8.7070, -18.8135, 14.4027)
H (-9.0370, -17.0638, 12.7935)
H (-9.5094, -16.0348, 14.0611)
H (-10.4793, -15.0928, 12.5071)
H (-12.1558, -15.4430, 12.0360)
H (-10.6209, -16.2173, 11.2635)
C (-13.2346, -15.3726, 4.4699)
C (-12.3887, -15.0869, 5.7784)
N (-12.9874, -15.6715, 7.1162)
C (-12.0756, -15.4933, 8.3179)
C (-14.2357, -14.7909, 7.3828)
C (-14.9237, -14.8358, 8.7879)
C (-13.4723, -17.2090, 6.9976)
C (-12.3178, -18.1804, 6.6653)
O (-11.6535, -17.9984, 5.4237)
C (-10.5216, -18.6792, 5.3212)
H (-12.7885, -14.7668, 3.6811)
H (-14.3234, -15.3227, 4.4607)
H (-12.8487, -16.3112, 4.0722)
H (-12.1856, -14.0309, 5.9567)
H (-11.4123, -15.5714, 5.7812)
H (-11.0618, -15.8284, 8.0985)
H (-12.4660, -15.9306, 9.2368)
H (-11.9850, -14.4305, 8.5425)
H (-14.9182, -15.2778, 6.6862)
H (-14.0899, -13.7921, 6.9713)
H (-14.5539, -13.9465, 9.2981)
H (-14.7817, -15.6249, 9.5262)
H (-15.9831, -14.5949, 8.7000)
H (-14.1643, -17.2136, 6.1554)
H (-13.9396, -17.4007, 7.9635)
H (-12.6038, -19.2313, 6.7092)
H (-11.6183, -17.9229, 7.4606)
H (-9.8676, -18.5914, 6.1887)
H (-9.9930, -18.5020, 4.3846)
H (-10.8727, -19.7028, 5.1903)
C (-14.7024, -6.9196, 11.4806)
C (-15.4728, -6.6431, 12.8071)
N (-15.4003, -5.2166, 13.4384)
C (-13.9951, -4.7187, 13.7497)
C (-16.2180, -4.2067, 12.6058)
C (-15.8509, -4.0149, 11.1406)
C (-16.0726, -5.2928, 14.8452)
C (-17.4873, -5.8239, 14.8239)
O (-17.6243, -7.1503, 14.3848)
C (-17.5828, -8.0929, 15.4161)
H (-15.0742, -6.4755, 10.5572)
H (-14.6662, -8.0056, 11.3942)
H (-13.6754, -6.5735, 11.5972)
H (-15.0614, -7.3166, 13.5589)
H (-16.5138, -6.8391, 12.5503)
H (-13.4996, -4.8589, 12.7890)
H (-13.5928, -5.4243, 14.4766)
H (-13.8360, -3.6583, 13.9457)
H (-16.1334, -3.2253, 13.0725)
H (-17.2697, -4.4763, 12.5089)
H (-16.2039, -3.0479, 10.7823)
H (-16.2674, -4.7666, 10.4702)
H (-14.8109, -3.8474, 10.8606)
H (-16.0770, -4.3060, 15.3081)
H (-15.4301, -5.9390, 15.4435)
H (-18.0978, -5.2749, 14.1069)
H (-17.9959, -5.6547, 15.7730)
H (-17.8845, -8.9411, 14.8015)
H (-18.3827, -7.9870, 16.1489)
H (-16.6182, -8.2949, 15.8818)
O (-10.6586, -10.1739, 8.7246)
C (-11.0887, -11.4783, 8.6415)
O (-11.0067, -12.0621, 9.7520)
O (-11.3914, -12.0165, 7.5579)
H (-10.6502, -9.9161, 7.7999)
O (-9.9658, -13.6876, 15.6593)
C (-8.8844, -13.0284, 15.2474)
O (-8.6437, -12.7686, 14.0879)
O (-8.1667, -12.7117, 16.1444)
H (-9.6272, -13.6330, 16.5560)
O (-14.0914, -16.8691, 13.1595)
C (-14.6145, -17.1479, 11.9600)
O (-13.6920, -17.2925, 11.1246)
O (-15.8698, -17.0688, 11.7026)
H (-13.2691, -16.8239, 12.6662)
O (-17.6072, -11.5316, 8.8548)
C (-18.0314, -10.6532, 9.7834)
O (-17.5655, -9.4946, 9.8475)
O (-19.0332, -10.9600, 10.3417)
H (-18.4630, -11.9233, 9.0441)
O (-14.0659, -8.0976, 16.3407)
C (-13.0391, -8.5525, 15.6617)
O (-12.6850, -7.9941, 14.6378)
O (-12.5924, -9.5529, 16.2137)
H (-13.8904, -9.0136, 16.5680)
O (-17.3797, -15.2716, 16.0039)
C (-17.3073, -14.0253, 16.5193)
O (-17.8059, -13.7995, 17.6049)
O (-16.9748, -13.1827, 15.6937)
H (-17.1389, -15.0262, 15.1076)